Molecular formula: Hg2I
Method: DFT, ωB97M-V/def2-TZVPD

Last column: Löwdin charge in e.
Cartesian coordinates (Å):
Hg: 13.800173 13.625581 23.330026  1.260
Hg: 11.611964 16.044021 18.835329  1.243
I: 12.016833 14.179381 21.036675  0.497

Atomic forces in eV per Å
Hg -0.2 0.4 -0.6
Hg 0.4 -0.2 0.6
I -0.2 -0.3 0.0

Results
spin multiplicity = 1
HOMO level = -24.59 eV
net charge = +3
orbital gap = 6.10 eV
energy = -603.0838 Ha


Molecular formula: HgI
Method: DFT, ωB97M-V/def2-TZVPD

Last column: Löwdin charge in e.
Cartesian coordinates (Å):
Hg: 0.244261 1.090099 -0.252118  0.683
I: -0.244261 -1.090099 0.252118  0.317

Atomic forces in eV per Å
Hg 1.1 5.1 -1.2
I -1.1 -5.1 1.2

Results
spin multiplicity = 1
HOMO level = -15.65 eV
net charge = +1
orbital gap = 7.39 eV
energy = -450.7776 Ha


Molecular formula: IN4O16SSr
Method: DFT, ωB97M-V/def2-TZVPD

Last column: Löwdin charge in e.
Cartesian coordinates (Å):
Sr: -0.161592 0.791616 -0.521234  1.132
N: -1.978384 -2.410480 -0.533174  -0.599
O: -1.540105 -1.331953 -0.078101  -0.151
O: -1.406033 -3.485872 -0.318475  -0.059
O: -3.065963 -2.410219 -1.183245  -0.135
N: 3.006236 2.441804 -0.681548  -0.604
O: 4.045733 2.541967 -1.338824  -0.083
O: 2.954602 2.664121 0.543638  -0.082
O: 1.906125 2.225261 -1.289461  -0.216
N: -0.083088 -0.099579 2.734159  -0.620
O: 0.237638 0.896939 2.054858  -0.170
O: 0.697273 -1.020239 3.035693  -0.060
O: -1.298915 -0.308157 2.977496  -0.086
N: -3.636734 1.605951 0.929006  -0.612
O: -4.263620 2.701644 0.855673  -0.156
O: -2.681397 1.385308 0.150317  -0.180
O: -3.991257 0.763902 1.766121  -0.065
I: -1.253755 1.989310 -3.064242  -0.370
S: 2.494503 -1.800143 -1.197047  0.190
O: 3.154309 -1.578322 0.113466  -0.466
O: 1.885700 -3.149172 -1.317106  -0.476
O: 1.421556 -0.759209 -1.393877  -0.609
O: 3.557172 -1.654484 -2.244095  -0.521

Atomic forces in eV per Å
Sr 0.7 -1.2 1.0
N -0.5 -0.1 0.1
O 0.0 -0.5 -0.4
O 0.0 0.1 0.2
O 0.1 0.1 -0.1
N -2.1 0.6 -0.3
O 0.7 0.1 0.1
O 0.7 -0.1 0.0
O 0.9 0.1 0.3
N -2.2 -2.9 -0.4
O 0.8 0.7 0.1
O 1.1 1.2 0.4
O 0.2 1.1 0.6
N 0.3 -0.3 -0.1
O -0.1 0.3 -0.1
O -0.6 0.5 0.6
O -0.1 0.1 -0.2
I -0.6 0.8 -1.5
S 1.1 -0.4 0.0
O -0.4 -0.2 0.1
O 0.1 0.2 0.1
O 0.0 -0.1 -0.1
O -0.3 0.1 -0.4

Results
spin multiplicity = 1
HOMO level = 6.66 eV
net charge = -5
orbital gap = 3.38 eV
energy = -2148.7013 Ha


Molecular formula: INa
Method: DFT, ωB97M-V/def2-TZVPD

Last column: Löwdin charge in e.
Cartesian coordinates (Å):
Na: 2.649180 0.509680 -1.626212  0.878
I: -2.649180 -0.509680 1.626212  -0.878

Atomic forces in eV per Å
Na -0.3 -0.1 0.2
I 0.3 0.1 -0.2

Results
spin multiplicity = 1
HOMO level = -5.81 eV
net charge = 0
orbital gap = 2.56 eV
energy = -459.9392 Ha


Molecular formula: IZn
Method: DFT, ωB97M-V/def2-TZVPD

Last column: Mulliken spin population.
Cartesian coordinates (Å):
Zn: 0.212955 1.061085 0.962745  -0.086
I: -0.212955 -1.061085 -0.962745  1.086

Atomic forces in eV per Å
Zn -0.2 -1.0 -0.9
I 0.2 1.0 0.9

Results
spin multiplicity = 2
HOMO level (spin up / spin down) = -21.85 / -21.45 eV
⟨S²⟩ = 0.764
net charge = +2
orbital gap (spin up / spin down) = 7.04 / 6.77 eV
energy = -2076.1359 Ha


Molecular formula: MgN6O18
Method: DFT, ωB97M-V/def2-TZVPD

Last column: Löwdin charge in e.
Cartesian coordinates (Å):
Mg: 0.255310 0.023895 -0.184065  1.344
N: -3.499100 -0.874145 -4.437905  -0.674
O: -3.833400 -1.922175 -4.951605  -0.063
O: -2.456850 -0.653975 -3.774175  -0.099
O: -4.229300 0.121145 -4.617285  -0.103
N: -0.645110 -4.959535 1.622615  -0.701
O: -0.131030 -4.084155 0.952555  -0.058
O: -0.226270 -5.177845 2.772005  -0.068
O: -1.651130 -5.430625 1.157725  -0.032
N: 3.778920 0.131905 3.980005  -0.722
O: 3.565940 0.400375 5.148015  -0.048
O: 4.798180 -0.331735 3.601815  0.005
O: 2.813990 0.374555 3.266065  -0.045
N: 4.706030 -0.928645 -3.185515  -0.723
O: 5.241150 -2.019955 -3.017985  -0.069
O: 3.719620 -0.592585 -2.555525  -0.077
O: 5.217360 -0.063715 -3.836265  -0.053
N: -4.745450 0.885855 2.147555  -0.687
O: -5.726840 0.219605 1.808615  -0.067
O: -4.934170 1.785385 2.921245  -0.045
O: -3.575060 0.535165 1.886305  -0.075
N: 0.372280 5.630195 -0.175155  -0.693
O: 0.203810 4.442515 -0.435675  -0.075
O: 0.241430 6.502775 -1.037905  -0.091
O: 0.739690 5.985715 0.944535  -0.080

Atomic forces in eV per Å
Mg 0.1 -0.1 0.2
N -0.1 3.0 0.3
O 0.6 -2.2 -0.1
O 0.4 -1.4 0.0
O -0.7 0.6 -0.2
N -0.1 1.7 1.4
O 2.3 2.1 -1.5
O 0.1 -1.0 0.3
O -2.3 -2.7 -0.2
N -2.6 0.9 1.2
O 0.7 0.4 3.3
O 3.3 -1.4 -1.6
O -1.6 0.1 -3.1
N 0.5 -0.1 1.9
O 0.3 -1.7 -0.3
O -3.1 -0.3 1.6
O 2.2 2.1 -3.2
N 0.2 -2.2 0.7
O -0.4 -0.9 -1.4
O 0.0 3.1 1.6
O 0.4 0.0 -0.9
N 0.8 0.8 0.3
O -0.4 -1.4 -0.4
O -0.5 0.5 -1.3
O 0.2 0.0 1.5

Results
spin multiplicity = 1
HOMO level = 0.06 eV
net charge = -4
orbital gap = 2.42 eV
energy = -1881.9601 Ha


In the order shown, the computed ΔE to the lowest compared entry with this formula, charge and spin values come out to 0.374 0.588 0.239 2.822 0.284 7.706 eV.